[1]
{
  "formula": "C28H28F3N3O2S",
  "method": "wB97M-V/def2-TZVPD",
  "elements": ["H", "H", "C", "H", "C", "H", "F", "C", "N", "C", "F", "C", "C", "C", "H", "H", "H", "C", "F", "H", "H", "H", "C", "C", "C", "H", "C", "C", "H", "C", "N", "H", "O", "C", "C", "H", "H", "H", "C", "H", "C", "C", "N", "H", "H", "C", "H", "H", "S", "H", "H", "C", "H", "C", "H", "O", "C", "C", "C", "C", "H", "C", "C", "H", "H"],
  "xyz": [[5.72, 0.27, -1.17], [-3.82, 1.44, -1.20], [-3.92, -2.44, -1.27], [-3.96, -3.53, -1.30], [3.65, -2.43, -1.27], [6.52, -4.07, -2.47], [3.96, 1.10, 2.86], [-5.07, -0.30, -1.26], [6.10, -2.37, -1.27], [2.35, -0.37, -1.04], [5.31, 2.79, 2.48], [-2.70, -1.79, -1.22], [-1.37, 0.32, -1.11], [4.86, -1.71, -1.24], [-1.79, -2.38, -1.19], [1.52, -2.38, -1.18], [6.16, -2.54, 0.81], [-1.57, 4.73, 1.50], [4.11, 2.75, 4.31], [7.69, -2.73, -2.57], [7.73, -2.71, -0.01], [-6.01, 0.25, -1.28], [1.09, 0.31, -0.95], [6.66, -2.95, -0.06], [-6.97, -2.92, -2.49], [-3.18, 2.96, 3.91], [-3.85, 0.35, -1.22], [-3.98, 4.71, 2.03], [3.69, -3.52, -1.35], [-2.63, 4.25, 2.28], [-6.37, -2.39, -1.28], [0.53, 4.72, 1.07], [2.96, 4.73, 2.35], [4.79, -0.29, -1.14], [3.58, 0.35, -1.01], [6.09, -2.57, -3.35], [-1.77, 5.47, 0.72], [-6.96, -4.02, -2.48], [-2.62, -0.37, -1.19], [1.11, 1.38, -0.70], [0.02, 3.33, 2.69], [2.43, -1.78, -1.17], [-5.06, 5.09, 1.82], [-0.12, -1.36, -1.49], [-8.02, -2.58, 0.00], [1.30, 2.79, 2.93], [3.54, 1.42, -0.87], [-6.42, -2.54, 0.80], [2.72, 3.33, 2.10], [-1.39, 1.41, -1.01], [-8.01, -2.59, -2.56], [-6.97, -2.91, -0.07], [6.57, -4.05, -0.06], [4.12, 2.44, 3.00], [1.45, 2.04, 3.71], [2.74, 2.81, 0.74], [-1.07, 2.86, 3.50], [-5.14, -1.72, -1.28], [-0.27, 4.30, 1.68], [-0.13, -0.31, -1.19], [-0.84, 2.14, 4.29], [6.62, -2.97, -2.48], [-2.36, 3.31, 3.29], [-6.97, -4.01, -0.06], [-6.42, -2.56, -3.36]],
  "homo_energy_ev": -5.88,
  "relative_energy_kcal_mol": 3.8,
  "lumo_energy_ev": -3.3
}

[2]
{
  "formula": "CH3ClFN",
  "method": "wB97M-V/def2-TZVPD",
  "elements": ["Cl", "C", "H", "N", "F", "H", "H"],
  "xyz": [[2.80, 0.76, -0.25], [0.20, -0.05, -0.17], [0.33, 1.05, -0.58], [1.91, -0.66, -0.35], [2.20, -1.44, 0.75], [0.15, -0.01, 0.83], [-0.53, -0.59, -0.62]],
  "homo_energy_ev": [-5.51, -11.51],
  "s_squared": 2.01,
  "spin_multiplicity": 3,
  "relative_energy_kcal_mol": 80.8,
  "lumo_energy_ev": [1.1, -2.9]
}

[3]
{
  "formula": "C30H24ClHfNO3PS",
  "method": "wB97M-V/def2-TZVPD",
  "elements": ["C", "H", "C", "H", "H", "H", "H", "C", "C", "Hf", "C", "Cl", "C", "H", "O", "H", "H", "C", "C", "C", "C", "H", "H", "P", "H", "H", "O", "H", "H", "H", "H", "C", "H", "O", "C", "C", "C", "C", "H", "C", "C", "H", "C", "C", "H", "N", "C", "C", "C", "C", "C", "C", "C", "H", "C", "H", "C", "C", "H", "S", "H", "C"],
  "xyz": [[-1.40, -0.58, -2.40], [2.50, -2.26, 1.94], [1.28, 2.95, -4.18], [1.32, 0.79, -4.24], [1.10, -2.85, -0.31], [-1.96, 1.43, -2.97], [0.24, 4.83, -1.55], [-2.23, 0.69, 4.80], [3.70, -1.98, -2.64], [0.46, -0.08, 1.07], [0.50, -1.69, 2.80], [2.70, 0.55, 1.04], [-3.11, -2.28, -2.76], [1.13, 5.08, -3.85], [-0.98, 1.02, 1.97], [0.74, -1.52, 3.84], [-1.76, -1.70, 2.80], [1.07, 1.67, -3.65], [-2.45, 0.49, 6.16], [-0.15, 1.77, 5.37], [-2.28, 0.39, -2.91], [-0.16, 2.57, -0.58], [4.71, -2.00, -2.23], [0.19, -0.12, -1.62], [1.86, -3.22, -5.21], [-1.73, 0.78, 8.18], [1.62, 3.67, 4.87], [-3.34, -0.04, 6.50], [-1.14, -2.69, -1.99], [-4.21, 0.77, -3.80], [4.19, -3.27, -4.30], [0.53, 1.53, -2.36], [0.10, -1.90, -4.09], [2.41, 1.33, 5.00], [1.40, -1.18, -2.52], [-1.54, 0.94, 7.12], [0.47, 3.94, -2.14], [1.43, -2.10, 1.78], [-3.43, -3.32, -2.68], [-0.45, 1.49, 3.10], [-0.35, 1.56, 6.73], [-2.92, 0.32, 4.05], [2.10, -2.67, -4.31], [-0.82, -1.81, 2.24], [1.67, 3.05, -5.19], [0.79, 1.93, 3.09], [-1.07, 1.38, 4.42], [3.40, -2.70, -3.80], [0.24, 2.68, -1.60], [2.71, -1.23, -2.01], [-3.98, -1.31, -3.28], [0.69, -2.42, 0.60], [-1.83, -1.92, -2.35], [-1.54, -2.55, 0.25], [-3.55, 0.02, -3.36], [0.42, 1.85, 7.43], [-0.71, -2.26, 0.89], [1.11, -1.91, -3.68], [2.95, -0.67, -1.10], [1.39, 2.27, 4.65], [-4.98, -1.60, -3.64], [0.98, 4.09, -3.43]],
  "homo_energy_ev": -12.17,
  "total_charge": 1,
  "lumo_energy_ev": -3.8
}

[4]
{
  "formula": "C5H3N",
  "method": "wB97M-V/def2-TZVPD",
  "elements": ["C", "C", "N", "C", "C", "C", "H", "H", "H"],
  "xyz": [[-3.39, -0.15, 0.08], [-0.22, 0.46, 0.74], [-4.52, 0.03, 0.11], [-0.07, -0.86, 0.09], [-1.33, -0.07, 0.04], [-0.21, 0.38, -0.79], [0.34, -1.84, 0.16], [0.15, 1.08, 1.48], [0.22, 0.94, -1.56]],
  "homo_energy_ev": -9.81,
  "relative_energy_kcal_mol": 132.2,
  "lumo_energy_ev": -0.8
}

[5]
{
  "formula": "C3H2N2S",
  "method": "wB97M-V/def2-TZVPD",
  "elements": ["H", "S", "C", "C", "H", "N", "N", "C"],
  "xyz": [[-0.30, -1.38, -0.55], [3.86, -0.15, 0.15], [0.37, -0.45, -0.39], [0.33, 1.00, 0.00], [-0.66, 1.51, 0.24], [1.63, -0.77, -0.46], [1.48, 1.50, 0.16], [2.35, 0.33, -0.07]],
  "homo_energy_ev": -9.19,
  "relative_energy_kcal_mol": 29.8,
  "lumo_energy_ev": -2.1,
  "smiles": "S=C1N=CC=N1"
}

[6]
{
  "formula": "C8H12N2",
  "method": "wB97M-V/def2-TZVPD",
  "elements": ["C", "N", "H", "C", "H", "C", "H", "C", "C", "H", "H", "C", "H", "H", "H", "H", "N", "H", "C", "H", "H", "C"],
  "xyz": [[-1.51, 0.43, -1.28], [3.61, 0.10, -1.41], [-0.34, -3.19, 0.76], [-0.89, -2.37, 0.11], [2.32, -0.03, 1.52], [2.85, 0.04, -0.60], [0.97, 1.88, -0.56], [1.87, 0.08, 0.48], [1.07, 1.44, 0.41], [-2.04, -0.43, -1.70], [-2.10, 1.32, -1.47], [-1.22, 0.29, 0.13], [-0.42, 1.11, 2.02], [-1.00, 2.36, 0.91], [-0.53, 0.68, -1.83], [-1.99, -2.37, 0.15], [1.07, -1.13, 0.42], [-2.02, -0.13, 0.71], [-0.19, -1.06, 0.28], [-0.75, -2.56, -0.97], [1.68, 2.13, 1.02], [-0.43, 1.40, 0.88]],
  "homo_energy_ev": -9.36,
  "relative_energy_kcal_mol": 53.4,
  "lumo_energy_ev": 0.8,
  "smiles": "CC1=N[C@@H](C#N)CC[C@H]1C"
}

[7]
{
  "formula": "C3H3N3S",
  "method": "wB97M-V/def2-TZVPD",
  "elements": ["C", "C", "N", "H", "H", "N", "C", "N", "S", "H"],
  "xyz": [[-1.01, -0.79, -0.63], [0.16, -0.30, -1.10], [-0.08, 0.89, 2.10], [0.90, 1.03, 2.54], [1.65, 0.90, -0.24], [0.88, 0.14, -0.07], [-0.13, 0.29, 1.00], [-1.35, -0.43, 0.52], [0.63, -0.41, -2.68], [-1.64, -1.32, -1.43]],
  "homo_energy_ev": -9.27,
  "relative_energy_kcal_mol": 39.2,
  "lumo_energy_ev": -1.5,
  "smiles": "[H]/N=C1/N=CC(=S)N1"
}

[8]
{
  "formula": "C46H58N7O3S2Tl",
  "method": "wB97M-V/def2-TZVPD",
  "elements": ["H", "H", "C", "H", "H", "H", "N", "C", "C", "H", "C", "H", "C", "H", "C", "H", "C", "C", "H", "N", "N", "C", "S", "H", "C", "H", "C", "N", "H", "H", "C", "C", "C", "H", "C", "C", "C", "H", "O", "H", "H", "H", "C", "C", "S", "H", "H", "H", "C", "C", "C", "H", "H", "C", "C", "H", "N", "H", "C", "O", "C", "H", "H", "H", "H", "H", "C", "N", "H", "H", "C", "H", "H", "H", "H", "H", "C", "H", "H", "C", "H", "H", "H", "C", "C", "H", "C", "H", "H", "C", "C", "H", "H", "H", "H", "C", "H", "C", "H", "H", "C", "C", "H", "C", "Tl", "C", "C", "N", "O", "H", "C", "H", "H", "C", "C", "H", "C"],
  "xyz": [[-3.44, 3.33, -4.59], [0.13, -4.08, 1.82], [-0.82, -2.96, 4.82], [4.59, -3.35, -2.63], [1.12, 3.68, 2.71], [2.43, -2.29, -6.14], [-1.38, 0.95, -1.32], [-0.17, 1.31, -7.20], [-2.28, 1.41, -0.39], [-0.74, 2.48, -4.24], [-2.01, -0.44, 1.29], [-0.87, -3.73, 5.60], [-1.51, 1.88, 5.15], [-6.04, 3.29, 0.32], [-2.28, 2.95, -2.03], [-5.28, 1.75, -0.09], [4.10, 3.75, 0.36], [1.82, -2.46, -3.29], [-5.10, -1.88, 2.99], [0.69, 0.83, 2.38], [0.47, -0.46, -3.09], [1.05, -6.70, 0.63], [-1.83, 1.02, 7.79], [5.29, 3.79, 2.15], [2.59, -1.21, -6.06], [4.36, 2.70, 0.20], [-1.03, 1.07, 6.16], [0.80, -2.53, -1.08], [-3.28, 0.50, 3.63], [-2.61, 5.03, -2.17], [1.67, 3.85, 0.81], [2.09, -5.58, 0.63], [0.22, 0.65, -3.86], [-5.61, 2.93, -1.36], [4.05, -0.94, -5.66], [-2.55, 0.77, 0.80], [4.65, -4.37, -2.24], [3.26, 3.80, 3.69], [-2.87, 2.03, 7.73], [1.42, -0.57, 4.49], [1.34, -7.49, 1.33], [-3.91, 4.47, -0.46], [1.64, -0.63, -5.06], [0.97, 0.55, -5.11], [0.09, 3.81, 0.21], [4.74, -1.40, -6.37], [-1.32, 2.38, 3.05], [4.99, -4.31, -1.21], [-1.79, -3.30, 3.67], [-5.30, 2.82, -0.32], [2.24, -4.28, -1.58], [-1.14, 1.40, -6.70], [3.36, -6.06, -1.89], [-2.44, -1.10, 2.53], [-2.87, 2.67, -0.84], [0.20, -2.91, 4.45], [-1.05, -1.14, 0.68], [0.12, 1.22, 1.64], [0.04, -3.27, 1.11], [-2.31, -0.35, 7.83], [3.28, -5.06, -2.32], [-3.29, 1.24, 1.44], [0.96, -7.14, -0.37], [4.24, 0.14, -5.64], [2.46, -3.01, -3.98], [-5.59, -0.34, 3.69], [1.76, -4.49, -0.33], [2.72, 3.99, -0.03], [0.89, 2.57, -5.80], [-1.53, -4.27, 3.26], [0.98, 1.56, -6.21], [-2.80, -3.36, 4.07], [-3.31, -1.03, 4.47], [2.17, -5.16, 1.64], [3.34, 2.38, 2.65], [5.39, -4.92, -2.82], [-1.38, 1.84, -2.32], [2.49, 4.00, -1.01], [3.07, -6.00, 0.38], [0.02, 0.19, 5.95], [-4.54, 3.95, -3.35], [-2.32, 2.56, 5.37], [-0.10, 0.31, -7.63], [4.30, 4.12, 1.82], [-1.74, -2.25, 2.60], [2.99, -5.17, -3.36], [3.22, 3.46, 2.66], [0.06, -6.33, 0.92], [1.12, -0.05, 2.15], [-0.63, 1.68, -3.51], [0.59, 0.10, 4.69], [-3.67, 3.46, 0.96], [1.93, 1.51, -6.75], [-3.67, 5.07, -4.40], [4.24, 5.20, 1.94], [-3.91, 3.44, -0.11], [0.36, -0.43, 6.76], [1.63, -3.04, -2.05], [4.74, 4.36, -0.28], [-1.50, 4.40, -3.38], [1.31, -1.24, -3.77], [0.10, 0.89, 3.64], [-0.14, 2.04, -8.02], [-2.44, 4.19, -2.85], [0.73, -0.10, -0.71], [-4.88, -0.81, 3.02], [-0.95, 1.78, 3.88], [1.92, 3.83, 2.12], [-0.74, 1.30, 8.71], [-1.07, -2.00, 5.27], [-3.59, 4.13, -3.86], [2.40, -0.79, -7.04], [-5.04, -0.41, 2.01], [-3.45, -0.57, 3.49], [0.83, -3.38, -0.06], [4.26, -1.33, -4.67], [-0.86, -2.27, 1.43]],
  "homo_energy_ev": -6.99,
  "relative_energy_kcal_mol": 60.9,
  "lumo_energy_ev": -3.7
}

[9]
{
  "formula": "C20H21BCoN9",
  "method": "wB97M-V/def2-TZVPD",
  "elements": ["C", "H", "C", "H", "H", "N", "Co", "C", "H", "H", "C", "C", "B", "N", "H", "N", "H", "H", "H", "H", "C", "C", "C", "H", "C", "N", "N", "C", "N", "C", "C", "N", "H", "C", "C", "C", "H", "C", "H", "H", "H", "H", "N", "H", "H", "C", "C", "C", "H", "H", "C", "N"],
  "xyz": [[0.88, 2.46, 2.25], [3.39, 0.57, -1.03], [-1.85, -3.42, -3.13], [3.14, 2.70, 4.79], [-2.38, -2.46, 2.64], [0.68, 1.83, 1.13], [0.22, 0.93, -0.27], [-1.77, -4.79, -3.19], [1.78, -3.04, -2.74], [-1.46, 2.78, -2.19], [3.15, -1.40, -2.08], [-1.31, 3.72, 1.89], [-0.56, -1.63, -1.67], [-0.25, -4.03, -1.70], [2.54, 0.19, 2.41], [-0.75, -0.51, 0.59], [-1.04, 3.93, 0.85], [1.48, 4.33, 5.56], [4.14, -1.69, -2.39], [3.86, 1.04, 3.24], [-1.54, 1.75, -2.48], [-2.22, 1.18, -3.56], [3.04, 1.16, 2.54], [-1.86, 4.56, 2.29], [2.78, -0.25, -1.38], [0.97, -1.38, -1.73], [1.47, -0.25, -1.19], [0.15, 4.08, 3.89], [-0.94, 0.79, -1.78], [-1.98, -0.17, -3.45], [-0.09, 3.44, 2.70], [-0.93, -2.98, -2.24], [-2.80, 1.68, -4.32], [1.97, -2.09, -2.27], [-1.88, -1.99, 1.81], [-0.75, -5.11, -2.27], [-0.56, 4.81, 4.26], [-1.26, -0.73, 1.79], [-2.36, -5.45, -3.79], [-1.97, 2.85, 1.87], [-2.53, -2.77, -3.65], [3.44, 1.44, 1.57], [-1.21, -0.39, -2.37], [-0.37, -6.08, -2.00], [-2.30, -0.97, -4.09], [1.31, 3.81, 4.62], [-1.69, -2.49, 0.54], [2.07, 2.18, 3.03], [-1.98, -3.43, 0.11], [-1.16, 0.00, 2.58], [2.26, 2.88, 4.20], [-1.01, -1.58, -0.18]],
  "homo_energy_ev": [-11.69, -11.70],
  "total_charge": 1,
  "s_squared": 1.02,
  "spin_multiplicity": 2,
  "lumo_energy_ev": [-5.2, -5.4]
}

[10]
{
  "formula": "C41H76BF3HgN4O15S",
  "method": "wB97M-V/def2-TZVPD",
  "elements": ["O", "H", "C", "N", "H", "F", "H", "C", "H", "C", "C", "C", "C", "H", "H", "N", "H", "H", "F", "C", "H", "H", "C", "O", "H", "H", "H", "H", "H", "C", "C", "H", "H", "C", "H", "C", "H", "H", "H", "H", "C", "O", "H", "C", "H", "H", "H", "H", "H", "H", "H", "H", "O", "H", "C", "C", "H", "H", "H", "H", "H", "H", "C", "C", "H", "H", "H", "C", "C", "C", "H", "C", "H", "O", "H", "C", "H", "C", "H", "H", "H", "H", "H", "C", "H", "H", "N", "H", "C", "H", "H", "F", "C", "H", "S", "C", "H", "C", "H", "C", "O", "O", "C", "H", "H", "H", "H", "C", "H", "O", "C", "H", "B", "C", "O", "O", "H", "H", "H", "H", "C", "O", "H", "C", "H", "H", "O", "H", "Hg", "H", "O", "H", "N", "H", "H", "C", "C", "C", "O", "C", "O", "C"],
  "xyz": [[-4.34, -5.40, 0.06], [-0.12, -1.63, -3.45], [-2.19, -2.72, -2.54], [1.99, 3.61, -6.05], [-0.53, 5.96, 4.01], [-1.84, 0.78, -2.12], [-2.57, 1.38, 2.56], [0.56, -1.99, 4.40], [1.03, 3.60, -3.57], [4.29, 3.74, -4.81], [-3.15, -4.10, 1.73], [2.68, -4.03, 4.65], [1.01, -0.52, 4.86], [-0.34, 4.01, -7.21], [4.77, 3.16, -5.60], [-0.12, -4.05, -1.96], [2.12, 6.87, -7.30], [1.26, -0.43, 5.91], [-0.53, 2.21, -1.12], [-1.83, 6.26, 2.33], [-1.95, -2.03, -1.73], [-0.06, 5.60, -4.83], [-0.27, -2.58, -3.97], [-3.29, -6.93, 6.59], [2.21, -4.11, 6.74], [-2.03, 7.31, 2.52], [4.86, 3.68, -3.89], [3.90, -1.26, 2.91], [3.61, -1.55, 4.65], [1.54, 4.94, -6.40], [2.71, -3.08, 3.47], [-1.08, -5.36, -4.46], [-2.27, 2.37, 4.93], [1.25, -4.59, -2.24], [1.29, 5.92, -3.05], [-1.04, -3.58, -3.04], [3.16, 1.13, -5.28], [-0.18, 5.83, -7.32], [1.81, -1.22, 2.08], [2.98, 1.48, -3.50], [-4.97, -5.39, 5.55], [-0.99, -0.85, 0.40], [0.99, -5.92, -4.03], [2.04, 4.00, -3.65], [2.82, 6.15, -3.93], [-0.89, -2.33, -4.83], [0.91, 6.84, -5.23], [-0.65, 2.63, 4.99], [1.24, -3.80, -5.19], [-2.36, -5.33, -3.20], [-4.43, 3.01, 2.28], [-3.60, 7.11, 4.15], [-3.04, -4.28, 2.99], [3.69, -4.26, 4.98], [1.97, -3.53, -3.14], [3.06, -3.93, 2.24], [-1.87, 6.18, 1.24], [-3.10, -3.23, -2.22], [3.29, 6.26, -6.31], [1.60, 1.44, -4.63], [-1.30, -2.72, 3.42], [-3.79, 5.64, 0.74], [-1.68, 1.99, 2.41], [2.54, 5.91, -7.02], [-1.33, -0.94, 3.73], [1.64, -2.09, -4.71], [-2.59, -2.11, -3.35], [-3.12, 5.54, 2.73], [2.09, -4.63, -1.00], [2.81, 3.27, -4.83], [2.93, 5.41, -7.91], [0.31, 4.86, -7.41], [-5.13, 5.50, 1.88], [1.02, 0.42, 0.49], [2.18, -6.56, -2.89], [-0.42, 4.26, 2.60], [1.92, -0.15, 4.37], [2.64, 1.71, -4.51], [0.22, 0.18, 4.64], [4.78, -2.45, 3.57], [2.38, -2.71, -2.56], [-1.80, 3.99, 5.26], [2.06, -3.68, -0.47], [-0.56, 1.01, -1.72], [-1.58, -2.09, 4.99], [-0.89, 1.35, 2.78], [1.36, -2.58, 3.22], [4.45, 4.78, -5.09], [-1.74, -4.73, -3.86], [1.78, -5.48, -0.40], [2.04, -4.89, 4.41], [0.26, 0.97, -2.75], [1.91, 5.56, -3.87], [-4.43, 5.67, 4.46], [0.10, -0.27, -0.41], [-4.16, 5.96, 1.71], [3.16, -4.70, -1.22], [-1.55, 3.13, 4.64], [-2.43, -4.39, -4.64], [-0.58, 5.74, 2.94], [2.48, 2.92, -7.16], [-4.51, -5.94, 2.28], [0.66, -2.94, 5.62], [0.60, -6.80, -2.64], [3.90, -4.61, 2.33], [-0.96, -5.62, -1.58], [-1.47, 2.04, 1.34], [1.21, -3.04, -4.41], [2.87, -4.08, -3.44], [-5.69, -5.12, 6.53], [2.18, -3.38, 5.93], [1.70, 2.48, -7.52], [-3.92, -5.32, 3.53], [1.25, -5.99, -2.97], [0.72, -1.38, -1.13], [-5.00, -4.80, 4.39], [2.84, -2.59, 6.29], [2.24, -4.57, 1.93], [0.34, 6.23, 2.62], [-2.66, 5.71, 4.76], [-3.75, -6.33, 5.55], [1.11, -1.88, 2.07], [0.65, 4.66, -8.43], [-0.99, -1.91, 4.09], [-4.40, 7.02, 1.64], [-0.25, 4.03, 1.54], [-0.84, -4.78, -1.14], [2.52, 3.87, -2.68], [-0.28, -2.98, 0.33], [3.34, -3.30, 1.39], [-3.19, -6.36, 4.40], [0.44, 3.87, 3.14], [-2.91, 4.08, 2.62], [0.09, -3.84, 5.40], [0.14, -2.55, 6.49], [-3.46, 6.03, 4.11], [3.79, -2.02, 3.68], [-4.06, -5.20, 1.21], [-4.02, 3.36, 3.07], [-1.66, 3.44, 3.10], [-2.53, -3.30, 1.00], [0.98, 5.76, -5.12]],
  "homo_energy_ev": [-3.94, -6.33],
  "total_charge": -1,
  "s_squared": 0.75,
  "spin_multiplicity": 2,
  "lumo_energy_ev": [1.8, 1.8]
}

| no. | E (eV) |
| --- | --- |
| 1 | -57037.9134 |
| 2 | -17807.0223 |
| 3 | -73082.3069 |
| 4 | -6714.9894 |
| 5 | -16956.1099 |
| 6 | -11468.9237 |
| 7 | -18463.3849 |
| 8 | -91580.2736 |
| 9 | -72790.0882 |
| 10 | -104259.9040 |